Formula: C13H52BeBrO13
Source: the Open Molecules 2025 dataset
Level of theory: wB97M-V/def2-TZVPD

Last column: Löwdin charge in e.
Geometry (Å):
Br1 -3.2538 -20.0913 0.8128  0.47
O1 -7.3396 -17.7140 4.9966  -0.09
O2 -6.5960 -17.0401 0.5139  -0.14
O3 -5.2464 -18.2045 2.3886  -0.18
O4 -5.7886 -21.6625 -0.4765  -0.18
O5 -5.3050 -16.6821 -1.9589  -0.17
O6 -3.0098 -18.6053 -3.0879  -0.14
O7 -2.6299 -16.5259 -0.8062  -0.15
O8 -2.8087 -14.3590 1.2491  -0.14
O9 -6.6894 -15.4202 6.8026  -0.13
O10 -1.5726 -14.9222 3.7006  -0.17
O11 -4.3570 -20.4340 3.6075  -0.16
O12 -3.1573 -23.1957 -0.8871  -0.14
O13 -6.3107 -20.4939 1.6871  -0.17
C1 -1.9784 -22.5443 -1.3966  -0.14
C2 -2.7107 -12.9598 1.4860  -0.13
C3 -4.5097 -17.1425 2.9987  -0.05
C4 -7.5003 -15.9394 0.3042  -0.06
C5 -0.2372 -15.2066 3.9240  -0.14
C6 -6.7830 -22.3191 -1.2066  -0.12
C7 -3.2774 -19.6248 -4.1050  -0.11
C8 -1.4578 -16.0859 -1.4708  -0.12
C9 -7.6539 -20.3064 1.4831  -0.11
C10 -5.4260 -20.8929 4.5447  -0.01
C11 -7.9756 -15.4020 7.4836  -0.09
C12 -5.5381 -16.4240 -3.3702  -0.10
C13 -7.9717 -17.0632 3.9299  -0.14
Be1 -4.8591 -19.6919 2.0321  -0.21
H1 -4.7955 -16.8911 -4.0233  0.07
H2 -7.1762 -15.3243 -0.4934  0.08
H3 -0.8118 -16.8810 -1.1514  0.08
H4 -5.0428 -21.7811 5.1324  0.12
H5 -8.0523 -19.6449 2.3224  0.11
H6 -2.0640 -12.7765 2.3389  0.06
H7 -4.5029 -17.2806 4.0868  0.10
H8 -1.8147 -14.0444 4.0260  0.09
H9 -3.4648 -20.8327 3.7321  0.12
H10 -6.2857 -21.0567 3.8969  0.07
H11 -6.1218 -17.0979 -0.3366  0.06
H12 -4.0070 -19.2290 -4.8840  0.09
H13 -5.6956 -20.0582 5.2424  0.10
H14 -7.8685 -15.4720 8.5505  0.08
H15 -2.8923 -16.0192 -0.0692  0.02
H16 -6.4073 -23.2836 -1.5917  0.10
H17 -8.6164 -16.2367 4.1855  0.08
H18 -5.9324 -15.1568 7.3047  0.07
H19 -2.1991 -21.5124 -1.5727  0.02
H20 -7.8257 -19.7917 0.4905  0.12
H21 -3.7149 -12.4954 1.7242  0.10
H22 -0.1715 -16.2292 3.5995  0.08
H23 -1.6696 -16.1070 -2.5603  0.09
H24 -8.4990 -17.8589 3.4277  0.07
H25 0.3049 -14.5356 3.1863  0.11
H26 -2.3519 -19.7479 -4.6291  0.07
H27 -8.4288 -16.4137 0.1850  0.07
H28 -1.0221 -15.1122 -1.2556  0.08
H29 -4.9201 -22.1124 -0.5844  0.06
H30 -3.4637 -17.1794 2.6627  0.09
H31 -6.4906 -16.9365 -3.6460  0.10
H32 -7.7518 -22.4642 -0.6261  0.10
H33 -5.6442 -15.3925 -3.5356  0.06
H34 -2.2953 -14.7395 1.9713  0.03
H35 -2.2940 -12.4848 0.6156  0.07
H36 -8.2653 -21.2261 1.4316  0.10
H37 -5.7683 -17.7475 1.6334  0.09
H38 -7.2029 -16.5941 3.2809  0.06
H39 -8.3994 -14.4486 7.2691  0.07
H40 -5.9598 -21.0154 0.8654  0.06
H41 -3.5738 -18.6838 -2.3340  0.02
H42 -3.5989 -20.5683 -3.6940  0.06
H43 -7.0331 -21.6752 -2.0939  0.10
H44 -4.3212 -16.5383 -1.8469  0.07
H45 -6.9977 -17.0798 5.5485  -0.01
H46 -8.6570 -16.1091 7.0563  0.07
H47 -7.5778 -15.3279 1.1932  0.08
H48 -1.7431 -22.9751 -2.3466  0.07
H49 -0.0352 -15.0200 4.9871  0.09
H50 -4.9269 -16.1821 2.6598  0.10
H51 -2.9708 -23.7337 -0.1600  0.05
H52 -1.1171 -22.6208 -0.6856  0.10

Total charge: +1
E_tot in eV: -111379.3676
HOMO energy in eV: -12.03